36
Properties=species:S:1:pos:R:3:forces:R:3:mulliken_charge:R:1 method="wB97M-V/def2-TZVPD" charge=0 e_above_lowest_kcal_mol=31.0 lumo_energy_ev=0.11 spin_multiplicity=1 homo_ev=-9.84 smiles=CC(C)O.CC(C)O.O.O.O.O
C -3.1870 3.2095 -0.5587 1.288 0.148 -0.513 -1.1584
C -3.2309 2.5832 0.8131 -1.317 0.490 0.614 0.6011
C -4.0834 1.3553 0.8704 -1.735 -0.616 0.154 -1.2555
O -1.9872 2.1494 1.2494 1.103 0.080 -0.145 -0.4306
H -4.1247 3.3735 -1.0896 -0.058 -0.008 0.351 0.3509
H -2.5320 2.5932 -1.1746 -0.245 -0.443 -0.330 0.2432
H -2.5869 4.1184 -0.5137 -0.378 0.367 0.098 0.3312
H -3.5330 3.3404 1.5365 -0.384 -0.067 0.101 0.3348
H -4.1810 0.9338 1.8708 0.343 0.186 0.191 0.3259
H -3.6782 0.5629 0.2411 0.199 0.003 -0.292 0.2504
H -5.1158 1.4876 0.5467 -0.078 0.237 -0.246 0.3819
H -1.8232 1.4857 0.5755 1.327 -0.226 -0.029 0.1095
C 2.3716 -1.6314 1.4445 -0.091 -0.728 -0.161 -1.0445
C 3.5093 -1.6896 0.4497 0.131 -2.568 -1.221 0.3634
C 3.5615 -3.0331 -0.3842 -0.374 0.191 0.798 -1.1501
O 3.5296 -0.7123 -0.5338 0.630 1.784 0.221 -0.5039
H 2.5875 -2.4663 2.1112 -0.344 0.050 0.377 0.3849
H 1.4283 -1.8533 0.9456 -0.140 -0.012 -0.066 0.1370
H 2.2164 -0.7236 2.0276 0.474 0.113 -0.185 0.2988
H 4.4627 -1.8274 0.9598 0.226 1.296 0.192 0.3008
H 3.6653 -3.9124 0.2515 -0.068 -0.088 0.044 0.4073
H 4.4293 -2.9835 -1.0419 0.001 0.074 0.076 0.3101
H 2.6790 -3.1580 -1.0116 -0.164 0.016 0.052 0.2095
H 2.7678 -0.8280 -1.1064 -0.252 -0.180 -0.028 0.3202
O -1.8328 -1.7823 0.9109 0.345 -0.087 -0.126 -0.6908
H -2.0171 -0.8457 0.9831 -0.389 0.286 0.385 0.2153
H -2.6769 -2.2057 1.0673 -0.202 -0.155 0.012 0.3217
O 1.1258 -1.2594 -2.2378 0.064 0.241 0.109 -0.5837
H 0.9241 -2.1509 -2.5221 -0.121 -0.325 0.051 0.2359
H 1.3737 -0.8017 -3.0411 0.134 0.229 -0.346 0.2955
O 2.2241 2.4198 -1.0027 -0.032 0.214 -0.381 -0.6346
H 2.9410 2.3519 -0.3721 0.209 -0.128 0.121 0.3058
H 1.5951 1.7544 -0.7237 -0.244 -0.111 0.324 0.2993
O -0.3363 0.4113 -0.3864 -0.194 0.648 0.259 -0.5479
H 0.1839 0.1451 -1.1445 0.004 -0.408 -0.334 0.3459
H -0.6498 -0.4109 -0.0098 0.333 -0.501 -0.129 0.3196